(1)
ORCA calculation (the ωB97M-V functional and the def2-TZVPD basis) on C29H24Cl3EuN2O7S3SiTe as an isolated structure.

Cartesian coordinates (Å):
Eu: 1.2864 0.6803 -1.1771
O: -3.0598 2.2644 -0.3527
C: -1.7469 1.9225 -0.3335
O: -1.2983 0.8775 -0.7110
C: -0.8444 2.9721 0.2884
C: -1.2396 4.1684 0.8641
C: -0.2485 4.9179 1.4939
C: 1.0505 4.5146 1.4584
C: 1.3640 3.2853 0.8675
N: 0.4548 2.5619 0.2614
C: 2.6812 2.6619 0.8219
O: 3.4527 2.9642 1.6959
O: 2.8702 1.7733 -0.0848
H: -3.4475 1.7506 -1.0207
H: -2.2676 4.4401 0.7816
H: -0.5169 5.9244 1.8165
H: 1.8574 5.0542 1.9033
C: 0.0676 -2.4786 2.0990
S: 0.9128 -0.9303 2.1865
O: 0.7598 -0.2750 0.8347
C: 2.6605 -1.6081 2.3364
C: 3.7045 -0.7704 2.0285
C: 5.0438 -1.2061 2.2874
C: 5.2988 -2.4270 2.9540
C: 4.2037 -3.2800 3.1435
C: 2.8608 -2.8682 2.8717
H: 0.4901 -3.1321 1.2895
H: -0.9574 -2.1866 1.9010
H: 0.1624 -2.9068 3.0859
H: 3.5728 0.1279 1.4767
H: 5.9229 -0.6181 1.9535
H: 6.3925 -2.7613 3.0125
H: 4.3833 -4.2845 3.4884
H: 2.1512 -3.6308 3.1068
C: -4.7923 -2.1929 2.0321
Te: -4.0198 -1.9221 0.0774
C: -3.5467 -3.9754 0.2818
C: -3.1947 -4.1052 1.7640
C: -2.2734 -4.9881 2.3228
C: -1.9257 -4.9154 3.6348
C: -2.5158 -3.9830 4.5458
C: -3.4183 -3.0792 4.0204
C: -3.7838 -3.1463 2.6571
H: -5.7915 -2.5765 1.9499
H: -4.8854 -1.2484 2.6466
H: -2.7880 -4.3334 -0.3624
H: -4.4739 -4.6519 0.1895
H: -1.7150 -5.5987 1.6733
H: -1.1035 -5.5762 3.9579
H: -2.0945 -3.9307 5.5804
H: -3.8860 -2.3084 4.6526
Cl: -0.1793 -3.9877 -3.9676
Si: -0.6746 -3.0852 -2.1231
Cl: -0.1396 -4.6543 -0.8222
Cl: 1.4996 -1.8959 -2.0237
O: 0.4983 4.9393 -2.1527
S: -0.1159 3.8392 -2.8592
O: -1.4811 3.4154 -2.6257
N: 0.8078 2.4887 -2.7306
C: 1.4465 2.1753 -3.8965
S: 2.4465 0.8589 -3.8574
C: 0.9898 3.0356 -5.0236
C: 1.4088 3.0379 -6.3384
C: 0.8737 3.9286 -7.2412
C: -0.0769 4.8325 -6.7916
C: -0.5126 4.8878 -5.5041
C: 0.1085 4.0361 -4.5997
H: 2.1087 2.3284 -6.6181
H: 1.1073 3.9252 -8.2959
H: -0.5867 5.3554 -7.5980
H: -1.2983 5.5730 -5.1841

Values from the calculation:
- E_tot (eV) = -152353.139
- <S²> = 12.0084
- spin multiplicity = 7
- charge = 0

Löwdin atomic charges, in units of e: number 1, Eu, carries 1.69; number 2, O, carries 0.14; number 3, C, carries -0.46; number 4, O, carries 0.00; number 5, C, carries -0.16; number 6, C, carries 0.03; number 7, C, carries -0.02; number 8, C, carries 0.04; number 9, C, carries -0.18; number 10, N, carries 0.07; number 11, C, carries -0.63; number 12, O, carries 0.10; number 13, O, carries -0.21; number 14, H, carries 0.10; number 15, H, carries 0.12; number 16, H, carries 0.12; number 17, H, carries 0.13; number 18, C, carries -0.26; number 19, S, carries 1.02; number 20, O, carries -0.71; number 21, C, carries -0.33; number 22, C, carries -0.06; number 23, C, carries -0.05; number 24, C, carries -0.08; number 25, C, carries -0.07; number 26, C, carries -0.08; number 27, H, carries 0.04; number 28, H, carries 0.04; number 29, H, carries 0.05; number 30, H, carries 0.07; number 31, H, carries 0.12; number 32, H, carries 0.13; number 33, H, carries 0.10; number 34, H, carries 0.09; number 35, C, carries -0.47; number 36, Te, carries 1.18; number 37, C, carries -0.47; number 38, C, carries -0.29; number 39, C, carries -0.08; number 40, C, carries -0.11; number 41, C, carries -0.08; number 42, C, carries -0.06; number 43, C, carries -0.30; number 44, H, carries 0.04; number 45, H, carries 0.08; number 46, H, carries -0.04; number 47, H, carries 0.10; number 48, H, carries 0.08; number 49, H, carries 0.11; number 50, H, carries 0.11; number 51, H, carries 0.11; number 52, Cl, carries 0.03; number 53, Si, carries -0.31; number 54, Cl, carries 0.10; number 55, Cl, carries -0.13; number 56, O, carries -0.27; number 57, S, carries 0.66; number 58, O, carries -0.29; number 59, N, carries -0.30; number 60, C, carries -0.81; number 61, S, carries 0.63; number 62, C, carries -0.20; number 63, C, carries -0.01; number 64, C, carries -0.04; number 65, C, carries -0.08; number 66, C, carries -0.03; number 67, C, carries -0.20; number 68, H, carries 0.09; number 69, H, carries 0.11; number 70, H, carries 0.12; number 71, H, carries 0.13

=====

(2)
ORCA calculation (the ωB97M-V functional and the def2-TZVPD basis) on C29H24ClN6O4Ti as an isolated structure.

Cartesian coordinates (Å):
Ti: -0.4704 0.1346 -0.1911
O: 0.5979 1.6549 -0.8484
C: 1.1981 2.6095 -0.1529
C: 1.6566 3.7464 -0.8305
C: 2.3601 4.7615 -0.2044
C: 2.6337 4.6674 1.1643
C: 2.1801 3.5728 1.8646
C: 1.4481 2.5246 1.2576
C: 1.0352 1.4350 2.0692
N: 0.3149 0.3766 1.6546
C: 0.0581 -0.6494 2.6443
C: -0.5457 -1.8770 1.9529
N: -1.4839 -1.3676 0.9755
C: -2.7444 -1.4964 1.1595
C: -3.7378 -0.7164 0.4646
C: -5.0598 -1.1764 0.4186
C: -6.0705 -0.4312 -0.1429
C: -5.7601 0.8393 -0.6440
C: -4.4781 1.3300 -0.5832
C: -3.4116 0.5749 -0.0436
O: -2.2190 1.0896 0.0007
H: 1.4552 3.7862 -1.8959
H: 2.7003 5.6180 -0.7748
H: 3.1921 5.4458 1.6706
H: 2.3920 3.4919 2.9266
H: 1.3704 1.4515 3.1071
H: -0.6480 -0.2920 3.4104
H: 0.9741 -0.9526 3.1718
H: -1.0271 -2.5407 2.6816
H: 0.2382 -2.4269 1.4288
H: -3.1036 -2.2111 1.9077
H: -5.2735 -2.1575 0.8320
H: -7.0820 -0.8120 -0.1911
H: -6.5421 1.4495 -1.0817
H: -4.2388 2.3161 -0.9622
N: -0.1552 -1.5850 -3.8162
C: -0.0019 -0.2743 -4.1871
C: -0.7526 0.4402 -3.3080
N: -1.3433 -0.4084 -2.3993
C: -0.9594 -1.6269 -2.7368
C: -1.2656 -2.8601 -2.0025
N: -2.3927 -3.5345 -2.0277
C: -2.2034 -4.5657 -1.1478
C: -0.9491 -4.5037 -0.5997
N: -0.3527 -3.4193 -1.1711
H: 0.3439 -2.3699 -4.1957
H: 0.6440 0.0241 -4.9923
H: -0.8623 1.5071 -3.2245
H: -2.9761 -5.2947 -0.9650
H: -0.4490 -5.1246 0.1234
H: 0.4837 -2.8894 -0.9038
Cl: 5.6781 1.6852 3.2462
C: 4.7309 0.9445 1.9829
C: 4.7038 1.5198 0.7245
C: 3.9351 0.9268 -0.2640
C: 3.1777 -0.2045 0.0083
C: 3.2182 -0.7610 1.2777
C: 4.0073 -0.2025 2.2689
C: 2.2802 -0.7530 -1.0604
O: 2.6215 -0.6990 -2.2331
O: 1.1557 -1.2829 -0.6530
H: 5.2485 2.4340 0.5334
H: 3.8737 1.3631 -1.2520
H: 2.6084 -1.6286 1.4938
H: 4.0439 -0.6255 3.2644

Values from the calculation:
- <S²> = 2.0317
- spin multiplicity = 3
- charge = -1
- energy above the lowest of the compared OMol25 structures with the same formula, charge and spin (kcal/mol) = 0.0

Löwdin atomic charges, in units of e: number 1, Ti, carries 1.05; number 2, O, carries -0.20; number 3, C, carries -0.34; number 4, C, carries -0.04; number 5, C, carries -0.13; number 6, C, carries -0.14; number 7, C, carries -0.08; number 8, C, carries -0.17; number 9, C, carries -0.13; number 10, N, carries -0.14; number 11, C, carries -0.22; number 12, C, carries -0.20; number 13, N, carries -0.05; number 14, C, carries -0.08; number 15, C, carries -0.14; number 16, C, carries -0.06; number 17, C, carries -0.12; number 18, C, carries -0.10; number 19, C, carries -0.02; number 20, C, carries -0.34; number 21, O, carries -0.16; number 22, H, carries 0.11; number 23, H, carries 0.08; number 24, H, carries 0.08; number 25, H, carries 0.10; number 26, H, carries 0.11; number 27, H, carries 0.12; number 28, H, carries 0.11; number 29, H, carries 0.11; number 30, H, carries 0.09; number 31, H, carries 0.13; number 32, H, carries 0.11; number 33, H, carries 0.09; number 34, H, carries 0.09; number 35, H, carries 0.11; number 36, N, carries 0.13; number 37, C, carries -0.08; number 38, C, carries -0.12; number 39, N, carries 0.08; number 40, C, carries -0.28; number 41, C, carries -0.31; number 42, N, carries 0.11; number 43, C, carries -0.17; number 44, C, carries -0.11; number 45, N, carries 0.11; number 46, H, carries 0.16; number 47, H, carries 0.11; number 48, H, carries 0.11; number 49, H, carries 0.09; number 50, H, carries 0.10; number 51, H, carries 0.11; number 52, Cl, carries 0.63; number 53, C, carries -0.67; number 54, C, carries -0.10; number 55, C, carries -0.01; number 56, C, carries -0.13; number 57, C, carries -0.03; number 58, C, carries -0.11; number 59, C, carries -0.57; number 60, O, carries 0.06; number 61, O, carries -0.18; number 62, H, carries 0.11; number 63, H, carries 0.13; number 64, H, carries 0.11; number 65, H, carries 0.10

=====

(3)
ORCA calculation (the ωB97M-V functional and the def2-TZVPD basis) on C29H24N5O5S2Ta as an isolated structure.

Cartesian coordinates (Å):
Ta: -0.1997 -0.5179 -0.6797
O: -1.8243 -2.8449 4.0382
C: -2.7456 -1.9364 3.7047
C: -3.7419 -1.6699 4.6457
C: -4.7215 -0.7452 4.3731
C: -4.7482 -0.0496 3.1558
C: -3.7794 -0.3005 2.2222
C: -2.7629 -1.2471 2.4737
C: -1.7614 -1.4830 1.4794
O: -1.8204 -0.7834 0.3155
N: -0.7721 -2.3282 1.6183
N: -0.0180 -2.3345 0.4504
C: 0.5353 -3.4409 0.0712
C: 1.0393 -3.6761 -1.2635
C: 1.7467 -4.8596 -1.5196
C: 2.1357 -5.1856 -2.8025
C: 1.7981 -4.3485 -3.8623
C: 1.0788 -3.1804 -3.6514
C: 0.7096 -2.8504 -2.3636
O: 0.0122 -1.7041 -2.1153
H: -1.1790 -2.9611 3.3212
H: -3.7148 -2.2094 5.5822
H: -5.4851 -0.5523 5.1150
H: -5.5255 0.6742 2.9587
H: -3.7826 0.2232 1.2765
H: 0.5240 -4.2640 0.7829
H: 1.9842 -5.5172 -0.6928
H: 2.6870 -6.0964 -2.9870
H: 2.0904 -4.6144 -4.8694
H: 0.7896 -2.5404 -4.4742
O: 0.6335 1.0597 3.4320
C: 0.3870 2.3551 3.1431
C: 0.4521 3.2384 4.2178
C: 0.1995 4.5811 4.0348
C: -0.1328 5.0827 2.7718
C: -0.2019 4.2228 1.7066
C: 0.0624 2.8473 1.8648
C: -0.0247 2.0079 0.6895
O: 0.2687 0.6974 0.8214
N: -0.4259 2.4603 -0.4629
N: -0.6188 1.4214 -1.4007
C: -0.7307 1.9108 -2.6323
S: -1.0714 0.8924 -3.9962
C: -1.5191 2.2802 -5.0844
C: -0.6115 3.4346 -4.7256
S: -0.5727 3.5883 -2.9160
H: 0.4893 0.5246 2.6425
H: 0.6982 2.8364 5.1907
H: 0.2528 5.2506 4.8828
H: -0.3351 6.1353 2.6362
H: -0.4609 4.5900 0.7237
H: -2.5690 2.5111 -4.9105
H: -1.3825 1.9522 -6.1132
H: -0.9865 4.3752 -5.1268
H: 0.4068 3.2766 -5.0793
C: 4.7245 0.1371 -1.3236
C: 3.8623 -0.0188 -2.3993
C: 2.5212 -0.2122 -2.1541
N: 2.0068 -0.2241 -0.9070
C: 2.8485 -0.0684 0.1330
C: 4.2054 0.1056 -0.0386
H: 5.7841 0.2823 -1.4861
H: 4.2218 0.0018 -3.4180
H: 1.8209 -0.3454 -2.9689
H: 2.4108 -0.0691 1.1203
H: 4.8384 0.2227 0.8292

Values from the calculation:
- charge = +2
- energy above the lowest of the compared OMol25 structures with the same formula, charge and spin (kcal/mol) = 29.8

Löwdin atomic charges, in units of e: number 1, Ta, carries 1.96; number 2, O, carries 0.11; number 3, C, carries -0.24; number 4, C, carries 0.02; number 5, C, carries -0.03; number 6, C, carries -0.06; number 7, C, carries -0.01; number 8, C, carries -0.09; number 9, C, carries -0.33; number 10, O, carries -0.19; number 11, N, carries 0.09; number 12, N, carries -0.12; number 13, C, carries 0.02; number 14, C, carries -0.13; number 15, C, carries 0.00; number 16, C, carries -0.03; number 17, C, carries -0.02; number 18, C, carries 0.01; number 19, C, carries -0.28; number 20, O, carries -0.26; number 21, H, carries 0.08; number 22, H, carries 0.13; number 23, H, carries 0.12; number 24, H, carries 0.11; number 25, H, carries 0.12; number 26, H, carries 0.16; number 27, H, carries 0.13; number 28, H, carries 0.12; number 29, H, carries 0.13; number 30, H, carries 0.13; number 31, O, carries 0.09; number 32, C, carries -0.24; number 33, C, carries 0.01; number 34, C, carries -0.03; number 35, C, carries -0.06; number 36, C, carries -0.02; number 37, C, carries -0.09; number 38, C, carries -0.34; number 39, O, carries -0.26; number 40, N, carries 0.04; number 41, N, carries -0.25; number 42, C, carries -0.90; number 43, S, carries 0.97; number 44, C, carries -0.46; number 45, C, carries -0.47; number 46, S, carries 1.07; number 47, H, carries 0.07; number 48, H, carries 0.13; number 49, H, carries 0.12; number 50, H, carries 0.11; number 51, H, carries 0.11; number 52, H, carries 0.10; number 53, H, carries 0.10; number 54, H, carries 0.10; number 55, H, carries 0.09; number 56, C, carries 0.00; number 57, C, carries -0.01; number 58, C, carries -0.10; number 59, N, carries -0.07; number 60, C, carries -0.08; number 61, C, carries 0.00; number 62, H, carries 0.13; number 63, H, carries 0.13; number 64, H, carries 0.10; number 65, H, carries 0.12; number 66, H, carries 0.13

=====

(4)
ORCA calculation (the ωB97M-V functional and the def2-TZVPD basis) on C29H25AlClP as an isolated structure.

Cartesian coordinates (Å):
C: -2.0589 1.3396 3.3684
C: -1.4974 1.7347 2.1411
C: -2.4375 1.5702 1.1059
H: -0.5306 2.2128 2.0095
C: -3.6338 1.0413 1.6670
C: -3.4132 0.8956 3.1209
H: -4.1921 0.7137 3.8585
H: -1.6322 1.5047 4.3587
H: -2.3392 1.9508 0.0884
H: -4.6177 1.0766 1.1912
Al: -2.7012 -0.8051 2.3030
Cl: -3.8723 -1.9671 0.9947
P: 0.4894 0.2927 -1.3961
C: -0.5967 1.0038 -2.6230
C: -0.2217 2.0588 -3.4765
H: 0.7988 2.4408 -3.4525
C: -1.1646 2.6011 -4.3523
H: -0.8708 3.4284 -5.0026
C: -2.4676 2.0929 -4.3949
H: -3.1920 2.5208 -5.0888
C: -2.8449 1.0407 -3.5483
H: -3.8609 0.6430 -3.5774
C: -1.9228 0.4991 -2.6604
H: -2.2118 -0.3123 -1.9875
C: 1.7712 1.4086 -0.8643
C: 1.4256 2.7480 -0.5525
H: 0.4180 3.1130 -0.7594
C: 2.3806 3.5902 0.0140
H: 2.1100 4.6239 0.2450
C: 3.6716 3.1173 0.2874
H: 4.4142 3.7829 0.7327
C: 4.0097 1.7890 -0.0097
H: 5.0135 1.4145 0.2074
C: 3.0725 0.9312 -0.5831
H: 3.3334 -0.1013 -0.8206
C: 1.1412 -1.2862 -1.9539
C: 1.5101 -1.5320 -3.2918
H: 1.4301 -0.7325 -4.0330
C: 1.9806 -2.7946 -3.6498
H: 2.2614 -2.9857 -4.6878
C: 2.0883 -3.8097 -2.6911
H: 2.4645 -4.7882 -2.9824
C: 1.7109 -3.5721 -1.3642
H: 1.7895 -4.3612 -0.6154
C: 1.2250 -2.3245 -0.9921
H: 0.9019 -2.1286 0.0327
C: 0.9264 -2.8513 4.5932
C: 1.2087 -1.6916 3.8580
C: 0.1869 -1.0799 3.1025
C: -1.1089 -1.6048 3.1361
C: -1.3818 -2.7805 3.8522
C: -0.3542 -3.4096 4.5752
H: 1.7155 -3.3152 5.1913
H: 2.2113 -1.2458 3.8759
H: 0.4245 -0.1848 2.5147
H: -2.3955 -3.1921 3.8559
H: -0.5651 -4.3241 5.1298

Values from the calculation:
- E_tot (eV) = -58888.048
- charge = 0

Löwdin atomic charges, in units of e: number 1, C, carries -0.13; number 2, C, carries -0.13; number 3, C, carries -0.10; number 4, H, carries 0.11; number 5, C, carries -0.21; number 6, C, carries -0.21; number 7, H, carries 0.12; number 8, H, carries 0.12; number 9, H, carries 0.11; number 10, H, carries 0.12; number 11, Al, carries 0.08; number 12, Cl, carries 0.33; number 13, P, carries 1.06; number 14, C, carries -0.40; number 15, C, carries -0.10; number 16, H, carries 0.11; number 17, C, carries -0.09; number 18, H, carries 0.10; number 19, C, carries -0.09; number 20, H, carries 0.10; number 21, C, carries -0.09; number 22, H, carries 0.11; number 23, C, carries -0.10; number 24, H, carries 0.10; number 25, C, carries -0.38; number 26, C, carries -0.12; number 27, H, carries 0.10; number 28, C, carries -0.09; number 29, H, carries 0.10; number 30, C, carries -0.10; number 31, H, carries 0.10; number 32, C, carries -0.09; number 33, H, carries 0.10; number 34, C, carries -0.09; number 35, H, carries 0.10; number 36, C, carries -0.39; number 37, C, carries -0.08; number 38, H, carries 0.11; number 39, C, carries -0.09; number 40, H, carries 0.10; number 41, C, carries -0.08; number 42, H, carries 0.10; number 43, C, carries -0.09; number 44, H, carries 0.11; number 45, C, carries -0.10; number 46, H, carries 0.09; number 47, C, carries -0.10; number 48, C, carries -0.08; number 49, C, carries -0.11; number 50, C, carries -0.23; number 51, C, carries -0.12; number 52, C, carries -0.09; number 53, H, carries 0.10; number 54, H, carries 0.10; number 55, H, carries 0.09; number 56, H, carries 0.09; number 57, H, carries 0.10